72
Properties=species:S:1:pos:R:3:forces:R:3 method="wB97M-V/def2-TZVPD" e_tot_ev=-980689.9060 total_charge=+1 e_lumo_ha=-0.1312 homo_ev=-11.41
C -0.5607 -4.6165 0.9266 -0.22 -0.03 -0.27
C -0.1024 -3.6612 -0.1458 -0.05 -0.08 0.19
F 1.0906 -4.1215 -0.6863 0.05 -0.09 0.01
C 0.1541 -2.2470 0.3670 0.09 0.09 -0.44
C -1.0587 -1.3895 0.4265 -0.38 -0.10 0.30
C -1.9662 -1.0392 -0.5325 0.28 -0.18 0.02
C -1.9930 -1.4387 -1.9669 0.16 0.26 -0.28
C -0.7093 -1.0861 -2.7553 0.05 0.24 0.33
S -1.1641 -0.1050 -4.2144 -0.28 -0.26 -0.19
C -0.1109 1.2696 -4.2203 0.00 -0.04 -0.08
N -0.0987 2.1254 -5.1769 -0.28 -0.42 0.06
N 0.8824 3.0369 -4.8555 0.41 0.08 0.43
C 1.3871 2.6566 -3.7356 -0.01 1.41 -1.25
O 0.8018 1.5418 -3.2423 -1.86 1.49 -0.73
N -2.9034 -0.2241 0.0714 0.52 0.01 -0.07
C -4.0417 0.3547 -0.6138 -0.59 -0.11 0.20
C -5.3489 -0.4876 -0.5354 -0.09 0.16 -0.19
C -5.8373 -0.9123 -1.9078 0.25 -0.43 -0.07
Cl -5.1646 -1.9089 0.5295 -0.03 -0.15 0.07
C -2.5986 -0.0733 1.3709 0.01 0.49 -0.28
P -3.6929 0.9207 2.5052 -0.43 -0.22 -0.04
O -2.7334 0.9190 3.8089 -0.09 0.22 -0.14
Br -3.3407 3.0037 1.7328 0.22 -0.09 -0.07
N -1.4823 -0.7769 1.5937 -0.09 0.01 0.19
C -0.7856 -0.9020 2.8483 0.43 0.39 0.31
C 0.0658 0.1196 3.2581 -0.26 -0.65 -0.16
C 0.7724 -0.0788 4.4376 -0.01 0.05 -0.18
N 0.6757 -1.1758 5.1869 -0.44 0.02 -0.16
C -0.1725 -2.1186 4.7770 0.13 0.00 0.09
C -0.9205 -2.0442 3.6094 0.03 0.26 -0.13
H -0.6469 -5.6078 0.4920 0.05 -0.17 0.07
H 0.1208 -4.6412 1.7723 0.12 0.02 0.09
H -1.5582 -4.3312 1.2603 -0.07 0.06 0.14
H -0.8285 -3.6683 -0.9563 -0.04 0.08 -0.16
H 0.8680 -1.7698 -0.3063 0.01 -0.03 -0.02
H 0.6447 -2.3213 1.3346 0.03 0.16 0.11
H -2.7952 -0.9217 -2.4786 -0.36 -0.13 0.09
H -2.2056 -2.5002 -2.0400 -0.08 -0.15 -0.04
H -0.0105 -0.4965 -2.1688 -0.20 -0.04 0.11
H -0.1689 -1.9756 -3.0610 0.03 -0.10 -0.16
H 2.2114 3.1892 -3.2868 -0.24 -0.57 0.57
H -3.7858 0.5094 -1.6529 0.21 -0.03 -0.11
H -4.2375 1.3425 -0.2157 0.09 0.11 0.18
H -6.1181 0.1107 -0.0614 0.01 0.14 0.14
H -5.3325 -1.8254 -2.2200 0.11 -0.04 -0.05
H -6.8996 -1.1255 -1.9077 -0.14 0.05 0.04
H -5.6161 -0.1538 -2.6540 -0.16 0.22 -0.03
H -2.8025 1.7863 4.2359 0.13 -0.15 0.33
H 0.1632 1.0124 2.6606 0.11 0.14 0.02
H 1.4618 0.6847 4.7695 0.07 0.03 0.14
H -0.2588 -3.0031 5.3913 0.09 -0.05 0.14
H -1.5674 -2.8502 3.2995 -0.08 -0.08 0.04
C 3.5763 -1.3511 -2.2341 0.26 0.17 0.30
Br 3.1490 -2.6998 -3.5299 -0.09 0.05 -0.01
Br 2.4054 0.1724 -2.3823 1.95 -1.96 0.55
Br 3.5526 -2.0494 -0.4426 0.35 -0.01 0.17
H 4.5806 -1.0084 -2.4356 0.08 -0.08 0.00
C 4.1377 4.9871 -0.3300 0.02 0.07 0.05
Br 4.0423 4.4372 -2.1692 0.26 0.14 -0.02
Br 3.4263 3.6374 0.8422 -0.05 -0.08 0.04
Br 5.9161 5.4898 0.1611 0.03 -0.09 0.07
H 3.5144 5.8633 -0.2300 -0.02 0.03 -0.02
C 4.6703 9.5651 -1.7242 0.06 0.04 -0.09
Br 3.6533 10.2838 -3.1839 -0.02 -0.02 0.00
Br 3.5203 8.7693 -0.3945 0.01 -0.03 0.01
Br 6.0311 8.3533 -2.3359 -0.08 0.03 0.00
H 5.1717 10.3909 -1.2419 0.00 0.01 0.03
C 3.8005 -4.3905 3.1876 0.07 -0.05 -0.07
Br 3.0285 -2.6439 3.4616 0.05 -0.02 -0.10
Br 5.6183 -4.4573 3.7911 -0.04 0.01 0.01
Br 2.7182 -5.7568 3.9999 -0.03 0.01 0.00
H 3.8055 -4.5770 2.1235 -0.02 0.00 -0.03